(1)
C54H51IInN3OP2 as an isolated structure in a non-equilibrium geometry. Source: the OMol25 dataset; level of theory: ωB97M-V with the def2-TZVPD basis set.

Results
**Strongest force on any atom**: 1.91 eV Å⁻¹
**HOMO**: -12.0 eV
**LUMO energy**: -8.1 eV
**DFT total energy**: -95183.08296 eV
**Frontier orbital gap**: 3.95 eV

Structure (ORCA input):
```
! RIJCOSX wB97M-V def2-TZVPD def2/J DEFGRID3
* xyz 2 1
I 2.067 0.811 -2.324
In -0.201 0.297 0.120
P 3.445 -0.113 1.316
P -0.912 2.090 -2.362
O 1.954 0.028 1.429
N -1.838 -3.822 -3.224
N 0.117 -4.051 -4.403
N -0.766 -1.717 -1.794
C -2.005 -1.143 2.895
C -1.250 3.810 -4.397
C -3.055 2.432 2.281
C -3.066 -1.340 2.045
C -0.837 0.919 4.007
C 5.302 -0.466 5.485
C 3.263 -3.267 -1.236
C -1.155 3.518 -1.248
C -1.081 5.590 0.618
C 2.204 3.098 -6.660
C 4.230 -0.233 2.946
C -0.061 -2.323 -2.725
C -2.325 4.179 -0.890
C -2.398 1.270 -3.023
C 0.060 4.204 -6.350
C -3.602 -2.672 1.631
C 3.924 3.651 -0.070
C -2.044 0.286 -3.953
C 3.069 1.646 -4.984
C 3.734 -1.190 3.825
C 4.143 1.316 0.438
C 3.890 -1.581 0.352
C 5.639 2.342 -1.129
C -4.682 0.544 -3.196
C 5.541 -3.107 -0.480
C -2.533 -3.205 -2.292
C 0.049 3.899 -0.645
C -3.580 -0.059 1.682
C 5.269 0.602 3.335
C -1.844 0.338 3.102
C 0.089 4.931 0.271
C 4.269 -1.305 5.094
C 0.880 2.659 -4.615
C -2.813 0.961 2.371
C 3.498 2.533 0.622
C 3.198 2.273 -6.224
C -3.730 1.384 -2.637
C 1.953 1.833 -4.210
C -4.320 -0.432 -4.109
C 4.574 -3.714 -1.267
C 1.048 3.315 -5.881
C 5.200 -2.047 0.339
C -2.009 -2.146 -1.567
C -1.174 -2.171 3.534
C -2.280 5.206 0.042
C 2.924 -2.194 -0.432
C -2.992 -0.558 -4.490
C 5.801 0.484 4.608
C 5.217 1.220 -0.436
C -0.594 -3.405 -3.469
C -4.634 0.202 0.694
C -0.322 2.916 -3.904
C 4.993 3.554 -0.947
C -1.059 4.468 -5.613
H 6.562 -3.452 -0.518
H -1.802 5.166 -5.962
H -4.028 -3.188 2.493
H -2.569 -1.620 -0.808
H -4.384 -2.574 0.883
H -1.051 6.397 1.331
H 0.947 -1.974 -2.904
H 3.428 4.600 0.066
H -0.316 -4.802 -4.914
H 5.721 -0.555 6.476
H 0.165 0.817 3.578
H 2.507 -3.756 -1.835
H -0.827 0.392 4.961
H 4.845 -4.542 -1.902
H -3.189 5.712 0.327
H -0.665 -1.785 4.412
H 5.714 0.273 -0.581
H 1.033 -3.744 -4.675
H 6.470 2.267 -1.815
H 2.928 -1.835 3.500
H 2.661 2.583 1.308
H -1.001 0.186 -4.233
H -5.718 0.641 -2.913
H 0.210 4.682 -7.306
H -2.811 -3.304 1.227
H 6.599 1.142 4.919
H -2.260 2.923 1.713
H -5.230 -0.683 0.486
H 5.656 1.341 2.648
H -5.064 -1.083 -4.539
H -2.152 4.003 -3.830
H -5.292 1.012 1.012
H 4.085 2.110 -6.810
H -3.530 -3.584 -2.123
H 2.291 3.608 -7.605
H -4.005 2.641 1.797
H -1.776 -3.040 3.796
H 3.864 1.012 -4.630
H 1.903 -1.827 -0.394
H -2.702 -1.315 -5.201
H 3.881 -2.042 5.781
H -3.079 2.877 3.276
H -3.274 3.928 -1.336
H 1.026 5.223 0.718
H 5.940 -1.582 0.976
H -1.033 1.972 4.186
H -0.403 -2.521 2.841
H -4.043 2.134 -1.929
H 0.964 3.383 -0.921
H -4.165 0.523 -0.247
H 5.326 4.428 -1.485
*
```

Mulliken atomic charge list, values in e, 4 entries: 0.28 1.56 -0.07 -0.14

=====

(2)
C54H52BrNO5P2S2TeY as an isolated structure in a non-equilibrium geometry. Source: the OMol25 dataset; level of theory: ωB97M-V with the def2-TZVPD basis set.

Results
**ΔE to the lowest compared entry with this formula, charge and spin**: 0.0 kcal per mole
**Strongest force on any atom**: 2.70 eV Å⁻¹
**HOMO (alpha / beta)**: -2.2 / -2.2 eV
**LUMO energy (alpha / beta)**: 3.5 / 3.1 eV
**DFT total energy**: -187204.29266 eV
**Frontier orbital gap (alpha / beta)**: 5.77 / 5.34 eV

Structure (ORCA input):
```
! RIJCOSX wB97M-V def2-TZVPD def2/J DEFGRID3
* xyz -2 2
Te 1.154 -2.407 0.495
Y 0.634 1.721 -0.044
Br 8.307 3.742 -0.284
S -1.838 -0.818 0.566
S 0.125 3.562 2.865
P -2.484 1.003 0.168
P -1.554 2.884 2.109
O 2.277 1.556 1.593
O -0.018 1.485 -2.263
O 1.387 3.713 -0.657
O 2.139 1.229 -1.946
O 1.960 5.273 -2.140
N 1.492 -0.293 0.667
C -3.564 1.738 3.818
C -0.201 -4.873 -1.226
C 6.413 3.952 -0.511
C 1.474 -1.949 -2.545
C 1.172 1.565 -2.665
C 5.938 5.177 -0.938
C -2.616 2.140 -2.419
C 2.217 4.432 -1.278
C 3.066 -0.473 2.582
C 4.217 3.034 -0.482
C -3.787 6.034 3.490
C 4.141 -2.661 -2.748
C -1.507 2.422 0.430
C 4.578 5.306 -1.156
C -1.959 -0.468 4.338
C -6.316 2.226 0.835
C 1.132 -7.480 1.168
C 3.706 4.245 -0.934
C 0.930 -8.944 1.451
C -4.025 0.720 4.634
C 2.139 -5.345 1.688
C -3.607 1.005 -4.291
C 1.418 2.118 -4.061
C -2.707 4.307 2.218
C 0.435 -6.858 0.140
C 1.467 -4.729 0.636
C 3.475 -2.233 -3.887
C 4.282 -3.185 -0.322
C 3.049 -4.574 2.602
C -3.788 6.135 1.094
C -3.057 4.964 1.046
C 2.232 0.289 1.558
C -1.480 0.565 3.556
C 0.025 -1.590 -2.517
C -4.203 1.092 0.805
C 0.591 -5.507 -0.126
C -4.165 6.666 2.315
C -3.998 -0.032 -3.457
C 2.143 -1.883 -3.765
C -3.053 4.865 3.443
C 2.163 -2.370 -1.409
C 5.579 2.878 -0.273
C 3.508 -2.725 -1.516
C -4.996 2.169 0.430
C -2.932 2.095 -3.766
C -3.650 -0.007 -2.120
C -2.287 1.665 3.276
C -6.849 1.209 1.615
C 4.204 -2.147 -5.200
C -3.235 -0.390 4.877
C -6.056 0.137 1.988
C 1.983 -6.706 1.935
C -4.735 0.073 1.581
C -2.938 1.066 -1.603
H -3.904 -0.827 -1.460
H 5.983 1.936 0.072
H -6.941 3.060 0.539
H -0.589 -2.446 -2.805
H 4.080 -2.519 0.517
H -4.054 6.651 0.179
H 1.602 -1.545 -4.640
H 5.183 -2.945 -2.822
H 2.911 -3.506 2.437
H -2.641 2.917 -4.409
H 1.639 3.178 -3.944
H 3.950 -4.183 -0.042
H -4.052 6.464 4.448
H -0.080 -9.119 1.826
H -0.778 -4.038 -0.823
H -6.472 -0.656 2.596
H 2.533 -7.153 2.755
H -4.737 7.585 2.346
H -0.182 -0.771 -3.202
H 2.466 -1.263 3.034
H -0.475 0.541 3.141
H 5.352 -3.203 -0.524
H 3.400 0.229 3.345
H 4.091 -4.833 2.417
H -0.279 -1.265 -1.524
H -4.208 2.577 3.590
H 2.822 -4.807 3.641
H -2.093 2.988 -2.000
H 4.614 -3.120 -5.478
H 4.176 6.237 -1.525
H 0.468 -4.476 -1.987
H -5.018 0.785 5.060
H 2.271 1.632 -4.524
H -4.568 -0.863 -3.854
H -0.256 -7.436 -0.463
H -2.732 4.542 0.104
H -7.887 1.251 1.924
H 1.641 -9.300 2.196
H -4.562 2.949 -0.183
H 1.055 -9.537 0.543
H -1.347 -1.342 4.510
H -3.616 -1.201 5.483
H 0.528 2.014 -4.674
H -4.101 -0.765 1.844
H 3.541 -1.813 -5.995
H 3.557 2.196 -0.315
H -0.882 -5.592 -1.677
H -3.818 0.955 -5.353
H 3.938 -0.914 2.098
H 5.033 -1.442 -5.129
H -2.726 4.380 4.354
H 6.620 6.000 -1.112
*
```

Mulliken atomic charge list, values in e, 4 entries: -0.25 -1.03 -0.28 -0.59

=====

(3)
C54H54BCaIN3O3PSSi as an isolated structure in a non-equilibrium geometry. Source: the OMol25 dataset; level of theory: ωB97M-V with the def2-TZVPD basis set.

Results
**ΔE to the lowest compared entry with this formula, charge and spin**: 50.1 kcal per mole
**Strongest force on any atom**: 3.55 eV Å⁻¹
**HOMO**: -6.8 eV
**LUMO energy**: -0.1 eV
**DFT total energy**: -122709.41259 eV
**Frontier orbital gap**: 6.72 eV

Structure (ORCA input):
```
! RIJCOSX wB97M-V def2-TZVPD def2/J DEFGRID3
* xyz 0 1
I 2.168 -2.512 1.020
Ca 0.631 0.687 -0.873
S -0.178 -2.322 -2.691
P -1.138 -1.833 1.169
Si -1.933 2.390 -2.168
O 2.777 1.773 1.605
O 2.136 0.819 -2.570
O 0.739 2.770 1.453
N -0.333 -4.817 -3.715
N 0.833 -4.563 -1.788
N -0.361 1.843 -2.520
C 0.123 -3.953 -2.772
C 5.193 -1.028 -1.870
C -0.872 0.256 2.894
C 3.670 3.284 3.374
C 4.108 -0.178 -1.724
C -1.306 -3.431 -5.535
C -3.227 -4.366 -1.225
C 2.445 -4.327 3.292
C 2.808 2.404 -4.307
C 1.768 6.179 5.006
C -1.840 -0.547 2.292
C -3.589 -1.768 -0.321
C -2.331 -3.811 -0.330
C -3.179 -0.337 2.612
C -2.567 1.481 4.067
C -2.321 1.580 -0.490
C -2.055 -3.395 -6.702
C 3.322 4.377 4.161
C -2.550 -4.456 3.976
C 1.427 -3.678 2.647
C -1.467 -5.037 4.561
C 2.196 -5.187 4.371
C -1.650 -5.808 -5.432
C -3.537 0.671 3.494
C 4.511 -1.517 -4.119
C -3.297 1.820 -3.356
C 0.521 2.371 -3.416
C -2.395 -5.760 -6.596
C -4.313 -3.624 -1.672
C 3.421 -0.674 -3.981
C 1.841 1.856 -3.488
C 0.340 6.703 4.830
C -0.164 -4.749 4.110
C 2.066 4.987 4.097
C 1.212 3.979 -5.128
C -1.103 -3.195 2.465
C 0.912 -5.398 4.759
C -2.603 -4.549 -7.238
C 1.120 4.488 3.201
C 0.056 -3.826 3.028
C 1.944 5.758 6.473
C -1.103 -4.646 -4.886
C 2.736 7.326 4.679
C 2.502 3.471 -5.141
C 2.720 2.810 2.496
C -4.494 -2.331 -1.212
C -2.503 -2.507 0.141
C 3.228 0.001 -2.784
C 0.251 3.442 -4.293
C 5.402 -1.694 -3.068
C 1.475 3.416 2.408
C -1.229 1.265 3.776
C -2.183 4.251 -1.890
C -2.350 -3.540 2.939
B 1.532 1.716 0.927
H -1.771 2.065 0.324
H 6.256 -2.348 -3.187
H -0.749 3.856 -4.291
H -5.347 -1.753 -1.545
H -3.184 -4.507 -8.150
H 1.649 6.572 7.139
H 3.938 0.370 -0.801
H 2.529 8.189 5.316
H 1.307 -3.957 -1.136
H -4.583 0.820 3.734
H -0.885 -2.526 -5.135
H 0.129 4.909 3.103
H -2.812 -6.672 -7.003
H -3.077 -5.377 -1.584
H 1.324 4.888 6.695
H 3.813 2.003 -4.297
H 0.167 7.040 3.807
H -4.281 2.055 -2.944
H 3.774 7.030 4.834
H -3.239 0.739 -3.510
H 4.062 4.767 4.848
H -2.048 0.518 -0.513
H 3.023 -5.674 4.870
H -5.005 -4.050 -2.388
H 2.980 5.500 6.694
H -3.121 4.435 -1.362
H 2.623 7.629 3.636
H -1.484 -4.396 0.012
H 0.183 7.553 5.496
H -2.216 4.808 -2.828
H -3.226 -3.090 2.498
H -0.464 1.889 4.221
H 5.885 -1.156 -1.048
H 3.462 -4.180 2.958
H 0.175 0.100 2.656
H 0.958 4.815 -5.769
H 3.264 3.894 -5.780
H -3.731 -0.747 0.003
H -3.384 1.646 -0.256
H 0.677 -6.068 5.578
H 4.665 -2.038 -5.055
H -2.202 -2.444 -7.198
H 2.719 -0.531 -4.793
H -1.489 -6.759 -4.934
H -3.554 -4.683 4.309
H -1.582 -5.736 5.380
H -3.221 2.296 -4.337
H -0.396 5.937 5.081
H -0.150 -5.788 -3.512
H 4.649 2.829 3.451
H -1.370 4.663 -1.288
H 1.219 -5.484 -1.922
H -2.859 2.284 4.733
H -3.957 -0.946 2.170
*
```

Mulliken atomic charge list, values in e, 4 entries: 0.17 1.69 -0.10 1.11

=====

(4)
C54H54N2O3P3RbSiTe as an isolated structure. Source: the OMol25 dataset; level of theory: ωB97M-V with the def2-TZVPD basis set.

Results
**ΔE to the lowest compared entry with this formula, charge and spin**: 0.0 kcal per mole
**Strongest force on any atom**: 0.58 eV Å⁻¹
**HOMO**: -1.9 eV
**LUMO energy**: 3.7 eV
**DFT total energy**: -109694.15841 eV
**Frontier orbital gap**: 5.54 eV

Structure (ORCA input):
```
! RIJCOSX wB97M-V def2-TZVPD def2/J DEFGRID3
* xyz -2 1
Te -0.450 -2.958 -4.978
Rb -1.051 -0.566 0.112
P 0.819 0.085 3.423
P 1.165 -2.383 -2.224
P -0.386 -0.213 -3.302
Si 1.024 -3.646 2.299
O -4.510 2.542 -1.197
O -2.832 1.141 -0.673
O 0.647 -2.109 2.202
N -1.435 2.297 1.826
N 2.304 -2.879 -9.081
C 0.853 1.145 -3.030
C -1.147 0.490 -4.824
C -2.604 3.426 -0.081
C 1.254 -4.295 4.077
C 3.141 -6.428 -3.360
C -2.443 3.289 1.430
C 1.540 2.734 3.836
C 3.277 -5.345 -4.223
C -2.429 1.701 -6.989
C 0.658 2.003 -1.953
C 0.734 1.708 4.344
C 2.700 -4.128 -3.906
C 4.168 -0.437 5.816
C 2.676 -4.109 1.468
C -2.730 -1.374 4.765
C -3.398 2.265 -0.721
C 2.805 -0.879 -0.506
C 2.470 -0.409 4.089
C -0.600 0.414 -6.103
C 1.499 4.015 4.359
C 4.644 -1.379 3.661
C 1.839 -5.055 -1.875
C 5.048 -1.077 4.953
C 2.632 -2.163 -8.004
C -2.979 1.787 -5.719
C 1.532 3.060 -1.716
C -0.390 -0.857 4.428
C -1.730 -0.719 4.063
C -1.236 1.010 -7.180
C 2.421 -6.279 -2.185
C 0.745 -2.908 -6.726
C 3.923 -0.124 -0.158
C 2.685 -1.410 -1.787
C -2.403 -2.189 5.842
C 1.976 -3.962 -2.725
C 1.190 -3.609 -8.977
C 2.613 3.266 -2.557
C 3.709 -1.180 -2.703
C 0.638 -1.634 -3.813
C 4.831 -0.450 -2.354
C 4.940 0.087 -1.075
C 0.628 4.314 5.401
C -1.073 -2.338 6.206
C -0.324 -4.752 1.548
C -0.127 2.024 5.393
C 3.362 -1.053 3.236
C 1.899 -2.143 -6.828
C 1.948 1.359 -3.863
C 2.820 2.410 -3.634
C -0.074 -1.672 5.507
C -0.184 3.314 5.912
C 0.394 -3.659 -7.848
C 2.894 -0.098 5.383
C -2.345 1.179 -4.641
H -0.804 0.933 -8.170
H 2.135 4.787 3.943
H 3.994 0.296 0.839
H -0.196 1.856 -1.299
H 3.823 -5.454 -5.153
H 0.300 -4.410 4.601
H -0.870 3.533 6.722
H 3.538 -1.570 -8.086
H 2.034 -1.034 0.252
H 2.303 -7.115 -1.506
H -2.928 2.166 -7.831
H 5.321 -1.875 2.976
H 0.578 5.319 5.801
H 3.301 4.083 -2.372
H -2.782 1.234 -3.649
H -0.076 -5.818 1.576
H 2.786 -3.294 -4.593
H -3.399 2.979 1.864
H 3.590 -7.383 -3.608
H 2.211 -1.547 -5.971
H 1.366 3.718 -0.870
H 5.808 0.674 -0.802
H -0.516 -4.474 0.510
H -3.908 2.321 -5.559
H 5.615 -0.280 -3.084
H -0.767 1.258 5.812
H -1.254 -4.608 2.105
H -0.508 2.623 1.566
H -3.763 -1.257 4.462
H 6.046 -1.336 5.286
H 1.271 -4.947 -0.963
H 2.736 -5.175 1.233
H -3.124 4.362 -0.291
H 2.118 0.667 -4.682
H 4.476 -0.194 6.826
H 3.025 -1.314 2.244
H 1.751 -5.270 4.058
H 0.922 -4.192 -9.853
H -1.989 -0.093 3.215
H -2.214 4.282 1.847
H 3.674 2.559 -4.285
H -0.806 -2.985 7.033
H 2.221 0.420 6.057
H 3.603 -1.560 -3.716
H 0.962 -1.815 5.791
H -0.494 -4.282 -7.847
H 3.507 -3.882 2.143
H 0.326 -0.127 -6.252
H 2.842 -3.555 0.539
H -3.181 -2.712 6.384
H -1.612 3.483 -0.544
H 2.205 2.516 3.006
H 1.881 -3.614 4.662
H -1.415 2.234 2.840
*
```

Mulliken atomic charge list, values in e, 4 entries: 0.28 0.79 1.29 0.69

=====

The highest DFT total energy belongs to which entry?
C54H51IInN3OP2

=====

The highest DFT total energy belongs to which entry?
C54H51IInN3OP2

=====

Which of these has the highest strongest force on any atom?
C54H54BCaIN3O3PSSi

=====

DFT total energy of number 3 (C54H54BCaIN3O3PSSi)?
-122709.41259 eV